DFT (ωB97M-V/def2-TZVPD) results for 2 unconnected molecules or ions with the total composition C2H2O2S at a distorted geometry.

Each line ends with the Mulliken charge.
Geometry (Å):
C  -0.9948  -0.0387  1.1862  -0.48
C  -1.9176  0.4219  0.5845  -0.30
O  2.8079  0.2408  -0.4406  -0.31
O  1.2527  -0.3790  -2.2142  -0.32
S  1.7681  -0.6350  -0.8991  0.61
H  -0.1783  -0.4303  1.7185  0.42
H  -2.7381  0.8204  0.0646  0.38

Values from the calculation:
Expectation value of S²: 2.01
ΔE to the lowest compared entry with this formula, charge and spin (kJ/mol): 299.65
Spin multiplicity: 3
Orbital gap (spin up / spin down) (eV): 9.32 / 6.51
LUMO level (spin up / spin down) (eV): 0.9 / -4.5
HOMO (spin up / spin down) (hartree): -0.310 / -0.405
M (g/mol): 90.1

DFT (ωB97M-V/def2-TZVPD) results for 2 unconnected molecules or ions with the total composition C6H11O2S at a distorted geometry.

Each line ends with the Mulliken charge.
Geometry (Å):
S  1.0088  2.6442  -0.7941  -0.30
C  -0.5645  1.7189  -0.6833  -0.41
C  2.0112  1.1448  -1.0951  -0.58
C  -0.2773  0.3271  -1.2390  -0.69
C  1.1173  -0.0403  -0.7415  -0.56
H  -0.8911  1.6687  0.3732  0.28
H  -1.3457  2.2593  -1.2517  0.35
H  2.3182  1.1117  -2.1581  0.28
H  2.9307  1.1920  -0.4805  0.34
H  -1.0481  -0.4006  -0.9199  0.29
H  -0.2812  0.3580  -2.3456  0.41
H  1.4959  -0.9782  -1.1912  0.26
H  1.0960  -0.1782  0.3567  0.28
O  -0.5151  0.1601  1.3682  -0.73
O  -1.6592  -1.2698  0.0179  -0.75
C  -1.0741  -0.9346  1.0841  0.80
C  -1.0731  -2.0017  2.2132  -1.13
H  -1.9765  -1.8618  2.8304  0.24
H  -1.0864  -3.0228  1.7966  0.31
H  -0.1857  -1.8970  2.8598  0.30

Values from the calculation:
Charge: -1
ΔE to the lowest compared entry with this formula, charge and spin (kJ/mol): 96.25
Orbital gap (eV): 7.44
LUMO level (eV): 3.5
HOMO (hartree): -0.144
M (g/mol): 147.2

DFT (ωB97M-V/def2-TZVPD) results for a molecular structure, C16H37N7O8SSn.

Each line ends with the Mulliken charge.
Geometry (Å):
Sn  -0.5893  -0.5442  0.7337  1.09
N  -0.5177  1.1179  4.5263  -0.49
N  0.8655  1.3447  4.4767  -0.10
C  1.4721  1.8740  3.3948  0.49
O  2.5963  2.2628  3.3211  -0.53
O  0.6253  1.8209  2.2636  -0.08
H  -0.9789  1.8928  4.9926  0.26
H  -0.6862  0.2748  5.0593  0.26
H  1.4067  1.4178  5.3285  0.26
N  1.9584  -0.2596  0.0762  -0.35
C  1.8948  -0.6290  -1.3482  1.01
C  3.1811  -0.4569  -2.1419  -0.93
C  4.3938  -1.2235  -1.6035  -0.45
C  4.2990  -2.7485  -1.6828  -1.24
N  3.3307  -3.3438  -0.7424  -0.08
C  3.5119  -3.4908  0.5644  0.89
N  2.4614  -3.7502  1.3485  -0.22
N  4.7250  -3.3565  1.1020  -0.34
C  0.7101  0.1572  -1.9250  -0.17
O  0.7859  0.8608  -2.8914  -0.61
O  -0.4156  -0.0742  -1.2595  0.02
H  2.1859  0.7288  0.1675  0.25
H  2.6842  -0.7624  0.5753  0.17
H  1.5538  -1.6666  -1.3770  -0.42
H  3.4174  0.6081  -2.1911  0.40
H  2.9848  -0.7526  -3.1754  0.35
H  4.6326  -0.9222  -0.5789  0.29
H  5.2632  -0.9326  -2.1960  0.42
H  5.2700  -3.2187  -1.5191  0.45
H  3.9870  -3.0666  -2.6770  0.46
H  2.3984  -3.5166  -1.0792  0.25
H  1.5076  -3.6274  1.0096  0.04
H  2.5873  -3.9674  2.3223  0.23
H  5.5441  -3.3337  0.5176  0.20
H  4.8737  -3.5341  2.0813  0.22
C  -0.7307  -5.3493  -0.4586  -1.54
C  -0.9012  -3.8702  -0.5582  0.80
C  -1.9671  -3.3510  -1.4619  -0.96
O  -0.1864  -3.1044  0.0972  -0.39
H  -1.6986  -5.8232  -0.2865  0.44
H  -0.0391  -5.6230  0.3340  0.33
H  -0.3742  -5.7302  -1.4188  0.38
H  -2.0820  -3.9878  -2.3379  0.48
H  -1.7661  -2.3229  -1.7563  0.05
H  -2.9138  -3.3866  -0.9148  0.35
O  0.8437  4.0245  1.9574  -0.50
N  0.7299  2.9827  1.4219  0.92
O  0.6057  2.6821  0.2701  -0.43
C  -6.9773  1.5580  0.5995  -1.51
C  -5.5276  1.5137  0.1282  -0.03
C  -5.2107  0.1473  -0.4577  -0.97
S  -3.5661  -0.1805  -1.1082  0.42
O  -2.6959  -0.3608  0.1600  -0.62
C  -3.0487  1.3495  -1.9075  -1.12
C  -2.5356  2.4747  -1.0229  0.40
C  -1.7546  3.4723  -1.8709  -1.44
H  -7.2174  2.5374  1.0088  0.40
H  -7.1637  0.8167  1.3774  0.37
H  -7.6661  1.3631  -0.2229  0.36
H  -4.8553  1.7180  0.9641  0.27
H  -5.3627  2.2880  -0.6221  0.22
H  -5.8847  -0.1082  -1.2801  0.53
H  -5.3128  -0.6388  0.2958  0.47
H  -3.9060  1.6449  -2.5193  0.76
H  -2.2594  1.0213  -2.5860  0.38
H  -1.8879  2.0549  -0.2507  -0.29
H  -3.3569  2.9712  -0.5087  0.40
H  -0.8577  3.0117  -2.2864  0.23
H  -1.4509  4.3321  -1.2761  0.39
H  -2.3602  3.8417  -2.6992  0.43

Values from the calculation:
Charge: +2
ΔE to the lowest compared entry with this formula, charge and spin (kJ/mol): 204.88
Orbital gap (eV): 9.59
LUMO level (eV): -5.1
HOMO (hartree): -0.541
M (g/mol): 606.3

DFT (ωB97M-V/def2-TZVPD) results for 12 unconnected molecules or ions with the total composition C16H56N6O12 at a distorted geometry.

Each line ends with the Mulliken charge.
Geometry (Å):
C  0.1521  -2.9269  -3.0574  0.07
O  0.7771  -4.0609  -2.6684  -0.69
H  -0.8279  -2.8709  -2.6694  -0.05
H  0.1091  -2.7409  -4.1554  0.41
H  0.6971  -2.0769  -2.6544  -0.26
H  0.9981  -4.0109  -1.7324  0.35
C  -3.1559  1.3231  -0.7164  -0.19
O  -3.5269  0.1991  0.0316  -0.60
H  -2.2499  1.0811  -1.2614  -0.04
H  -3.0589  2.1631  0.0106  0.04
H  -4.0009  1.5431  -1.4194  0.40
H  -2.8619  0.0481  0.6886  0.11
C  -0.1819  4.7131  -0.5974  -0.73
O  -0.5629  3.5611  -1.2764  -0.48
H  0.5021  5.2101  -1.2194  0.39
H  0.4001  4.5841  0.3426  0.18
H  -1.0069  5.3971  -0.3404  0.31
H  0.1581  2.9691  -1.2954  -0.05
C  -2.7219  -2.8949  -0.8444  -0.63
O  -1.9899  -3.3109  0.2966  -0.51
H  -2.6129  -3.5579  -1.7084  0.25
H  -2.4699  -1.9359  -1.0914  0.18
H  -3.7939  -2.8709  -0.5564  0.44
H  -2.5629  -3.9159  0.7916  0.28
C  -0.1369  -0.7519  -0.4234  -0.56
O  0.0561  0.5011  0.0876  1.28
H  -0.8679  -0.8759  -1.2014  -0.79
H  -0.4259  -1.3389  0.3996  1.65
H  0.7871  -1.1539  -0.8134  -0.06
H  0.5731  0.4601  0.8986  -0.62
C  3.3241  -2.0479  -1.5874  -0.28
O  2.9461  -1.7969  -0.1964  -0.74
H  2.9431  -3.0389  -1.9404  0.35
H  4.3771  -2.0719  -1.7764  0.39
H  2.9371  -1.2589  -2.2784  -0.10
H  3.2021  -0.8959  0.0726  0.28
C  3.1911  1.8681  -1.2994  -0.80
O  2.1291  2.3241  -0.4874  -0.29
H  3.2541  2.3611  -2.2774  0.20
H  3.2641  0.7541  -1.3174  0.29
H  4.1061  2.2071  -0.7784  0.39
H  2.4111  2.2741  0.4206  0.14
C  -0.3539  2.9661  2.7756  0.52
O  0.9011  2.6161  3.0046  -0.86
N  -0.9979  2.6901  1.6276  0.45
N  -1.1019  3.6361  3.6036  -0.26
H  -0.6869  2.0931  0.9376  -0.57
H  -1.8789  3.2201  1.4766  0.29
H  -0.7459  3.7521  4.4736  0.25
H  -1.8439  4.2631  3.3136  0.21
C  1.9161  -0.7639  2.4266  0.48
O  1.7581  -2.1099  2.4376  -0.73
N  0.9301  0.0581  2.6516  -0.16
N  3.0951  -0.2089  2.3926  -0.26
H  0.0191  -0.3749  2.8836  -0.32
H  1.0681  1.0351  2.9446  0.16
H  3.9531  -0.7929  2.3696  0.33
H  3.1841  0.7601  2.3766  0.15
C  1.4401  -4.6299  0.5236  0.53
O  0.8111  -5.8059  0.7616  -0.83
N  0.8271  -3.6269  -0.0274  0.50
N  2.6681  -4.3159  0.7756  -0.18
H  -0.2009  -3.7229  -0.0034  0.06
H  1.3031  -2.6919  0.0656  -0.47
H  3.2331  -5.1009  1.2146  0.24
H  3.0221  -3.3879  0.5736  0.33
C  0.8551  2.0461  -4.3044  -1.64
C  0.3021  0.9661  -3.4144  2.66
C  -0.6939  0.0481  -4.1044  -1.66
O  1.2151  0.2241  -3.0114  -0.42
H  0.0561  2.7001  -4.6114  0.40
H  1.4231  1.6041  -5.1624  0.33
H  1.6511  2.6501  -3.9254  0.35
H  -0.3189  1.3751  -2.6034  -1.05
H  -0.1839  -0.6589  -4.7554  0.21
H  -1.3759  0.6541  -4.6724  0.58
H  -1.3519  -0.3859  -3.4054  0.19
H  1.6101  0.6391  -2.2554  -0.35
C  -1.5489  0.2181  4.4276  -1.66
C  -2.4759  -0.0859  3.2736  0.93
C  -3.6229  0.9651  3.1926  -1.45
O  -1.8859  -0.0369  2.2016  0.31
H  -2.2079  0.3921  5.2746  0.53
H  -0.9929  1.1011  4.2666  0.24
H  -0.9149  -0.6549  4.5626  0.44
H  -2.8739  -1.0779  3.4786  0.50
H  -4.3129  0.8731  2.3806  0.36
H  -3.2259  1.8911  3.0146  0.23
H  -4.1639  1.0051  4.1486  0.45
H  -1.5579  0.8571  2.0276  -0.27

Values from the calculation:
ΔE to the lowest compared entry with this formula, charge and spin (kJ/mol): 85.51
Orbital gap (eV): 7.84
LUMO level (eV): -0.2
HOMO (hartree): -0.296
SMILES: NC(N)=O.NC(N)=O.NC(N)=O.CC(C)O.CC(C)O.CO.CO.CO.CO.CO.CO.CO
M (g/mol): 524.7

DFT (ωB97M-V/def2-TZVPD) results for a molecular structure, C14H19ClO5Se2Ti.

Each line ends with the Mulliken charge.
Geometry (Å):
Ti  0.1971  -0.7989  1.2000  0.66
C  -0.3983  -4.2513  1.1343  -0.93
Se  -0.9371  -2.8472  -0.0935  0.12
C  -2.7352  -2.5043  0.5951  -0.76
C  -3.2645  -1.2070  0.0275  -0.87
Se  -2.3007  0.3680  0.7051  0.11
C  -2.1327  1.3312  -0.9786  -0.82
H  -0.5916  -3.9254  2.1516  0.27
H  0.6682  -4.4018  0.9873  0.32
H  -0.9413  -5.1604  0.8950  0.41
H  -2.6637  -2.4937  1.6815  0.38
H  -3.3622  -3.3385  0.2849  0.52
H  -4.3064  -1.0676  0.3065  0.45
H  -3.1832  -1.1744  -1.0579  0.43
H  -1.6243  0.7198  -1.7181  0.27
H  -1.5547  2.2271  -0.7694  0.17
H  -3.1304  1.6017  -1.3112  0.48
C  1.3832  -0.0883  -2.3184  -1.11
C  1.1679  1.3430  -1.8947  1.08
C  0.8909  2.3442  -2.8117  -0.92
C  0.6703  3.6513  -2.3893  0.18
Cl  0.3205  4.8704  -3.5556  -0.19
C  0.7290  3.9842  -1.0457  -0.77
C  1.0036  2.9921  -0.1158  -0.46
C  1.2091  1.6986  -0.5502  0.07
O  1.4454  0.6970  0.4027  0.47
C  2.8171  0.5397  0.8590  -0.47
C  2.8910  -0.8763  1.4472  0.26
O  3.7398  -1.1854  2.2202  -0.55
O  1.8771  -1.6439  0.9856  -0.55
H  1.5061  -0.1622  -3.3962  0.46
H  0.5284  -0.7086  -2.0319  0.08
H  2.2635  -0.5204  -1.8432  0.24
H  0.8490  2.1132  -3.8682  0.45
H  0.5652  5.0053  -0.7312  0.46
H  1.0500  3.2277  0.9403  0.48
H  3.0496  1.2817  1.6189  0.35
H  3.5023  0.6493  0.0181  0.47
O  0.2776  0.3711  2.9496  -0.46
C  -0.3046  -0.5651  3.5556  0.24
O  -0.6647  -1.5884  2.8868  -0.44
H  -0.5062  -0.5076  4.6281  0.41

Values from the calculation:
Charge: +1
Expectation value of S²: 0.75
ΔE to the lowest compared entry with this formula, charge and spin (kJ/mol): 29.65
Spin multiplicity: 2
Orbital gap (spin up / spin down) (eV): 8.42 / 8.85
LUMO level (spin up / spin down) (eV): -3.7 / -3.4
HOMO (spin up / spin down) (hartree): -0.446 / -0.450
M (g/mol): 508.5